42
Properties=species:S:1:pos:R:3 method="wB97M-V/def2-TZVPD" charge=+2 gap_ev=2.765
Sr 1.028 1.813 2.370
Sr -0.328 -0.980 5.357
C -0.740 3.600 -1.668
C -1.402 2.149 -1.767
C -0.729 1.562 -3.121
C -0.933 0.061 -3.280
C -0.416 -0.688 -2.036
C -0.956 -0.156 -0.649
N -1.006 1.317 -0.622
O -1.265 1.904 0.665
C 0.072 -0.774 0.359
C -2.354 -0.799 -0.465
C -2.944 2.326 -2.017
H -1.150 4.277 -2.418
H 0.347 3.654 -1.720
H -0.950 4.132 -0.740
H 0.314 1.838 -3.276
H -1.240 2.064 -3.942
H -0.563 -0.284 -4.245
H -1.976 -0.186 -3.478
H 0.667 -0.777 -2.120
H -0.674 -1.733 -2.206
H -0.320 -0.871 1.371
H 0.995 -0.203 0.463
H 0.329 -1.797 0.086
H -2.653 -0.821 0.583
H -2.443 -1.802 -0.882
H -3.152 -0.247 -0.961
H -3.301 1.384 -2.433
H -2.982 3.133 -2.750
H -3.449 2.437 -1.057
F 1.431 -0.379 3.640
C 4.040 -2.526 3.694
C 3.019 -3.237 2.874
O 2.463 -2.281 1.958
O 3.394 -1.742 4.722
H 4.631 -1.847 3.079
H 4.720 -3.211 4.201
H 2.183 -3.609 3.467
H 3.460 -4.011 2.246
H 1.935 -1.639 2.439
H 2.897 -1.050 4.279

44
Properties=species:S:1:pos:R:3 method="wB97M-V/def2-TZVPD" smiles="C=CC[Si@@](F)(CCCC(=O)O)P(=O)(O)O.CCOCC" charge=0 gap_ev=7.169
C 0.801 -1.039 -6.189
C -0.236 -0.027 -6.118
C -1.315 0.045 -4.915
Si -0.553 -0.331 -3.212
F 1.050 0.247 -3.020
C -1.650 0.258 -1.731
C -1.254 1.707 -1.186
C -0.135 1.738 -0.047
C 0.598 0.362 0.237
O 0.111 -0.649 0.753
O 1.997 0.285 -0.091
P -0.501 -2.564 -3.019
O -1.684 -2.954 -2.101
O 1.006 -3.076 -2.445
O -0.882 -3.220 -4.558
H 1.898 -0.826 -5.942
H 0.588 -2.108 -6.543
H -0.223 0.744 -6.963
H -1.829 1.064 -4.945
H -2.107 -0.762 -5.138
H -1.747 -0.551 -0.943
H -2.701 0.365 -2.195
H -1.003 2.422 -2.049
H -2.208 2.149 -0.718
H -0.497 2.140 0.959
H 0.665 2.490 -0.394
H 2.301 1.210 0.068
H 1.533 -2.242 -2.363
H -1.869 -3.261 -4.546
C -1.033 -0.294 4.937
C 0.131 0.224 4.110
O 0.662 1.456 4.581
C 1.186 1.455 5.901
C 2.341 0.486 6.095
H -1.824 0.457 5.000
H -1.441 -1.203 4.492
H -0.727 -0.531 5.959
H -0.218 0.408 3.092
H 0.926 -0.527 4.034
H 0.388 1.265 6.625
H 1.543 2.470 6.092
H 2.027 -0.550 5.958
H 2.749 0.579 7.104
H 3.137 0.687 5.373

40
Properties=species:S:1:pos:R:3 method="wB97M-V/def2-TZVPD" charge=-1 gap_ev=6.934 relative_energy_kj_mol=10.7
Li 2.187 -0.132 0.478
N 4.985 -1.413 1.137
C 3.914 -1.015 0.924
C -1.999 -4.258 -0.054
C -0.883 -4.399 0.985
C 0.174 -3.416 0.781
N 1.010 -2.642 0.644
H -2.736 -5.050 0.075
H -1.600 -4.314 -1.066
H -2.496 -3.297 0.058
H -0.438 -5.394 0.947
H -1.286 -4.248 1.988
C 0.405 3.766 -1.140
Si 1.326 2.216 -0.513
C 1.686 1.204 -2.084
C 3.024 2.840 0.071
C 0.557 1.171 0.771
Si -1.117 0.518 0.488
C -2.602 1.731 0.425
C -1.626 -0.708 1.862
C -1.277 -0.376 -1.184
H 0.958 4.318 -1.906
H 0.205 4.451 -0.311
H -0.562 3.479 -1.563
H 2.366 1.732 -2.757
H 0.765 0.999 -2.636
H 2.145 0.236 -1.853
H 3.524 3.444 -0.691
H 3.680 2.000 0.317
H 2.925 3.453 0.971
H 0.616 1.659 1.752
H -2.667 2.325 1.342
H -3.559 1.216 0.295
H -2.486 2.432 -0.407
H -1.860 -0.178 2.790
H -0.806 -1.397 2.075
H -2.511 -1.294 1.589
H -1.269 0.344 -2.007
H -2.217 -0.931 -1.253
H -0.452 -1.071 -1.343

42
Properties=species:S:1:pos:R:3 method="wB97M-V/def2-TZVPD" smiles="CCOC[C@@H]1CCC[N@+]1(OC[C@@H](C)O)S(C)(=O)=O" charge=+1 gap_ev=10.733 relative_energy_kj_mol=90.0
C -2.427 -3.857 1.871
C -1.880 -2.533 1.411
O -0.644 -2.263 2.077
C 0.457 -1.995 1.256
C 0.780 -0.482 1.054
C 0.128 0.357 2.140
C -1.191 0.816 1.502
C -1.019 0.642 -0.030
N 0.369 0.196 -0.233
O 1.362 1.144 -0.556
C 1.081 2.506 -0.174
C 0.612 3.373 -1.306
C 1.332 3.104 -2.615
O -0.801 3.346 -1.404
S 0.418 -0.840 -1.745
C 2.011 -1.607 -1.695
O -0.604 -1.815 -1.667
O 0.341 0.025 -2.854
H -2.839 -3.740 2.861
H -3.232 -4.192 1.228
H -1.654 -4.614 1.891
H -2.603 -1.782 1.715
H -1.811 -2.475 0.330
H 0.350 -2.565 0.338
H 1.324 -2.393 1.765
H 1.856 -0.449 1.083
H 0.787 1.210 2.264
H 0.102 -0.088 3.119
H -2.091 0.397 1.919
H -1.262 1.881 1.684
H -1.785 -0.054 -0.340
H -1.301 1.592 -0.463
H 0.424 2.613 0.680
H 2.031 2.912 0.142
H 0.900 4.378 -1.001
H 0.761 2.477 -3.287
H 2.327 2.722 -2.456
H 1.466 4.056 -3.110
H -1.051 3.290 -2.341
H 2.014 -2.385 -0.949
H 2.194 -2.030 -2.671
H 2.767 -0.879 -1.433

48
Properties=species:S:1:pos:R:3 method="wB97M-V/def2-TZVPD" smiles="O=C1OCCO1.O=C1OCCO1.O=C1OCCO1.CCO.O.O.O" charge=0 gap_ev=9.317 relative_energy_kj_mol=0.0
O -0.646 -0.532 2.447
C -0.922 -0.480 3.604
O -2.072 0.088 4.059
C -2.093 0.083 5.484
C -0.698 -0.527 5.856
O -0.219 -0.997 4.605
H -1.969 1.110 5.834
H -2.953 -0.401 5.928
H -0.899 -1.450 6.410
H -0.008 0.066 6.446
O -0.018 1.618 -7.077
C -0.759 1.274 -6.217
O -1.888 0.598 -6.421
C -2.401 0.091 -5.205
C -1.644 0.920 -4.170
O -0.528 1.412 -4.883
H -3.488 0.032 -5.211
H -2.137 -0.961 -5.064
H -1.292 0.231 -3.401
H -2.253 1.696 -3.702
O 4.271 3.191 4.015
C 3.359 2.911 3.301
O 3.249 1.733 2.649
C 2.078 1.688 1.856
C 1.346 2.963 2.281
O 2.358 3.718 2.976
H 2.388 1.671 0.807
H 1.485 0.781 1.968
H 0.562 2.753 3.008
H 0.939 3.556 1.468
C 3.577 -2.106 -2.244
C 2.212 -1.822 -1.607
O 2.393 -0.689 -0.780
H 4.205 -1.237 -2.427
H 3.554 -2.701 -3.162
H 4.163 -2.738 -1.569
H 1.953 -2.678 -0.970
H 1.428 -1.611 -2.341
H 1.527 -0.293 -0.582
O -2.639 -1.754 0.110
H -3.205 -1.362 0.785
H -2.648 -2.699 0.301
O -0.255 0.073 -0.424
H -0.515 -0.470 0.337
H -1.074 0.222 -0.904
O -2.749 -2.063 -2.983
H -2.489 -2.975 -3.154
H -2.586 -1.933 -2.038

45
Properties=species:S:1:pos:R:3 method="wB97M-V/def2-TZVPD" charge=0 multiplicity=4 s_squared=3.753 gap_ev="7.933 / 7.986"
C -0.320 3.000 -2.987
C -0.510 2.126 -1.899
N 0.538 1.394 -1.414
C 1.697 1.379 -2.089
C 1.905 2.189 -3.204
C 0.896 3.025 -3.651
C -1.894 1.890 -1.453
P -2.193 1.178 0.217
Er 0.246 0.044 0.638
P 2.409 -1.001 -0.640
C 2.856 0.498 -1.654
O -2.557 0.054 -3.054
O -0.453 -1.210 -2.930
H -1.176 3.593 -3.285
H 2.861 2.113 -3.706
H 1.045 3.684 -4.509
C -2.407 2.602 1.350
C -3.889 0.555 0.069
H 3.371 0.109 -2.550
H 3.577 1.091 -1.060
H -2.332 0.916 -2.157
H -2.547 2.756 -1.645
C 3.851 -1.121 0.472
C 2.712 -2.357 -1.817
H -1.304 -2.317 -1.025
H -0.671 -2.104 -3.245
H -1.376 -0.617 -3.119
H -2.665 0.610 -3.844
H 0.718 1.423 1.826
H -0.887 -1.665 -0.821
H -3.294 3.188 1.070
H -2.561 2.138 2.337
H -1.499 3.222 1.352
H -4.606 1.364 0.221
H -4.047 0.081 -0.905
H -4.006 -0.183 0.868
H 3.766 -2.370 -2.131
H 2.473 -3.305 -1.313
H 2.052 -2.228 -2.685
H 4.745 -1.426 -0.085
H 4.028 -0.155 0.959
H 3.616 -1.875 1.235
O -1.692 -2.366 2.625
N -1.005 -1.595 2.015
O 0.307 -1.631 2.148